{
  "formula": "C34H96N12O10",
  "method": "ωB97M-V with the def2-TZVPD basis set",
  "smiles": "COC[C@H](C)N.COC[C@H](C)N.COC[C@H](C)N.COC[C@H](C)N.COC[C@H](C)N.COC[C@H](C)N.COC[C@H](C)N.COC[C@H](C)N.NC(N)=O.NC(N)=O",
  "charge": 0,
  "e_tot_ha": -2762.31911,
  "de_lowest_kj_mol": 283.5,
  "homo_energy_ev": -8.90,
  "species": ["H", "H", "N", "N", "H", "H", "H", "H", "H", "H", "H", "H", "C", "H", "O", "H", "H", "O", "H", "N", "H", "H", "C", "H", "O", "C", "H", "C", "H", "H", "N", "H", "H", "H", "H", "H", "H", "H", "C", "C", "H", "H", "H", "H", "H", "H", "C", "H", "N", "C", "H", "C", "H", "H", "C", "C", "C", "H", "H", "H", "H", "H", "H", "C", "C", "H", "H", "H", "H", "H", "H", "H", "C", "O", "H", "H", "H", "H", "O", "H", "H", "H", "C", "C", "H", "N", "C", "C", "H", "H", "H", "C", "H", "H", "O", "C", "C", "H", "C", "H", "C", "N", "H", "H", "H", "H", "H", "H", "N", "O", "N", "H", "C", "H", "H", "H", "H", "C", "H", "H", "H", "H", "H", "O", "C", "H", "H", "N", "H", "H", "H", "O", "H", "H", "C", "H", "O", "H", "C", "N", "H", "N", "H", "C", "H", "H", "C", "H", "H", "C", "C", "C"],
  "coordinates": [[2.07, 2.85, -5.87], [-0.67, -0.94, 3.57], [-1.11, 3.97, 1.16], [3.34, -0.51, -2.71], [-6.39, -5.23, 5.55], [-4.19, -4.87, 2.57], [-2.02, 2.21, -4.93], [2.80, -1.25, -3.20], [-2.75, 4.00, -1.91], [-0.87, 3.00, 1.21], [2.10, 3.19, 4.07], [0.66, 1.83, 6.20], [-5.44, -5.10, 5.02], [-1.37, -3.86, -1.31], [-4.93, -6.31, 4.59], [0.96, -4.23, 4.84], [-0.12, 1.68, 7.75], [1.87, 0.62, -7.03], [-0.07, 6.13, -3.33], [-0.56, -0.65, 2.62], [-1.59, 6.04, -2.13], [-0.10, 0.26, 2.61], [4.59, 4.43, -0.53], [-0.54, -2.62, -2.28], [0.00, -0.13, 6.66], [-3.23, -2.41, -3.00], [-1.38, -3.28, 5.37], [0.03, 4.83, 0.89], [-0.36, 2.05, -4.30], [-5.56, -1.57, -1.87], [-6.46, -3.00, 4.17], [2.81, 3.67, -0.60], [-4.41, -8.08, 5.25], [4.66, -1.97, -2.06], [1.88, 2.36, -3.42], [-1.44, 0.69, -4.08], [0.53, -0.94, -6.86], [6.36, -0.47, -1.16], [-2.11, -3.42, -3.45], [2.68, 3.35, 3.14], [-0.25, -0.25, -1.87], [0.98, -0.62, 4.89], [-4.48, -6.86, 6.60], [1.89, -0.90, 6.38], [-2.36, -1.47, 2.04], [-2.17, -3.03, -5.43], [-2.18, 3.67, -2.84], [6.05, 0.60, 0.87], [-2.91, 1.36, -2.28], [2.70, 2.09, -5.32], [5.91, 4.65, -2.31], [5.02, 0.96, 0.70], [-4.72, -4.49, 5.57], [-1.64, 4.27, 1.99], [0.20, 0.07, -0.86], [4.72, -0.96, -2.40], [-1.39, 1.77, -4.13], [-1.77, 6.04, -3.89], [6.69, -0.94, -3.38], [1.14, -0.57, -8.53], [2.00, 5.40, 1.43], [2.20, -1.38, -7.30], [-0.63, 6.46, 2.04], [1.30, -3.19, 5.05], [-1.09, 5.70, -3.06], [-5.15, -2.39, -0.35], [0.84, 4.93, 2.77], [4.91, 1.65, -5.64], [-4.19, -1.09, -1.10], [0.43, 4.60, -0.13], [-0.31, -4.33, -2.65], [5.47, -1.79, -4.44], [4.05, 2.39, -5.95], [4.50, 0.19, -0.30], [-1.25, -4.36, 1.91], [3.30, 1.55, -3.58], [2.17, -3.46, 5.61], [-2.14, 1.56, 2.67], [-0.76, 0.52, 0.02], [-1.40, 6.20, 0.37], [0.92, 0.90, -1.15], [-6.46, -4.92, 3.18], [1.23, 4.70, 1.83], [-1.62, -0.54, 0.38], [4.57, 0.70, 1.66], [2.79, 2.38, -3.84], [-0.51, 6.23, 1.01], [2.10, 0.71, -5.65], [-3.92, -2.26, -3.87], [-3.77, 1.56, -2.73], [6.57, 4.65, -0.83], [-2.74, 0.65, 2.43], [-4.98, -3.36, 2.04], [0.18, 6.92, 0.63], [0.32, -4.83, 0.00], [0.42, -2.41, 5.89], [5.63, -1.00, -3.65], [2.80, -0.13, -5.41], [1.42, -0.61, -7.48], [5.39, -0.01, -4.16], [-1.03, -3.59, -2.34], [5.73, 4.42, -1.36], [-2.55, -0.44, -0.19], [-0.94, 2.21, -2.03], [-0.59, -2.81, 2.30], [1.57, -2.66, 4.12], [3.16, 4.32, 3.37], [2.76, -0.33, -1.91], [-1.50, -3.03, -4.69], [4.69, 4.47, 0.66], [-0.96, -2.36, 5.29], [2.36, -3.64, 0.38], [5.35, -0.01, -1.40], [-3.09, 0.44, 3.44], [3.51, 3.79, -2.02], [5.08, 2.03, 0.54], [1.48, 0.99, 7.62], [-4.67, -3.89, 2.90], [-3.07, 1.59, -1.31], [1.19, 0.65, -5.04], [-3.60, 0.99, 1.79], [-5.98, -7.52, 5.79], [-7.02, -2.93, 4.96], [1.83, 3.47, 2.01], [-4.74, -1.98, -1.27], [-1.54, -1.74, 5.84], [0.76, -0.79, -0.42], [-0.56, -3.67, 1.76], [-1.14, -1.47, 0.11], [-1.16, -2.12, -4.68], [-3.88, -3.32, 3.43], [-0.94, 4.36, -3.02], [-2.57, -4.36, -3.66], [4.06, 2.25, -7.08], [0.36, -3.96, 0.82], [-2.79, 3.76, -3.79], [-3.93, -2.95, -1.89], [1.60, -2.56, 1.64], [0.93, -0.93, 5.92], [1.53, -3.19, 0.87], [5.48, 0.97, -1.87], [3.38, 4.30, -1.17], [-5.84, -2.26, 3.94], [-4.92, -7.27, 5.67], [3.45, 2.59, 2.91], [4.38, 3.43, -5.77], [-1.84, 2.24, -2.71], [-2.85, -1.42, -2.79], [0.44, -2.71, 6.95], [0.54, 1.17, 7.07], [-5.82, -4.26, 3.80], [-1.83, -0.51, 1.90]]
}